Computed, not measured: a cluster of 2 separate species, C8H13N2O in total, with ωB97M-V/def2-TZVPD.

Values from the calculation:
F_max = 4.8 eV Å⁻¹
Energy above the lowest of the compared OMol25 structures with the same formula, charge and spin = 432.1 kJ/mol
Gap between HOMO and LUMO = 8.8 eV
Total energy = -496.986316 Ha
Charge = +1

Each line ends with the Mulliken charge.
Geometry (Å):
C: 1.197 -2.688 1.321  -0.339
C: 0.155 -1.861 1.013  -0.377
C: 2.422 -2.504 0.692  -0.358
C: 1.737 -0.679 -0.413  -0.383
C: 0.459 -0.856 0.111  0.284
C: -2.152 0.417 -1.092  -1.225
C: -0.486 1.950 1.225  -0.809
C: -0.734 0.871 -1.029  0.501
N: 2.708 -1.548 -0.180  -0.495
N: -0.567 2.152 -0.169  -0.085
O: 0.014 1.105 -2.156  -0.571
H: 0.969 -3.499 2.031  0.359
H: -0.826 -1.863 1.486  0.385
H: 3.089 -3.258 0.790  0.455
H: 1.881 -0.064 -1.252  0.495
H: -2.276 -0.518 -0.527  0.235
H: -2.464 0.302 -2.179  0.350
H: -2.784 1.143 -0.659  0.407
H: -0.337 2.917 1.744  0.354
H: -1.382 1.533 1.664  0.353
H: 0.399 1.289 1.519  0.305
H: -1.326 2.774 -0.329  0.353
H: 0.355 2.407 -0.664  0.413
H: -0.048 0.479 -2.947  0.395

---

Computed, not measured: a cluster of 13 separate species, C12H52N2O13 in total, with ωB97M-V/def2-TZVPD.

Values from the calculation:
F_max = 1.2 eV Å⁻¹
Gap between HOMO and LUMO = 9.4 eV
Total energy = -1575.991209 Ha

Each line ends with the Mulliken charge.
Geometry (Å):
C: 0.614 -5.473 -0.642  -0.877
C: 1.902 -4.834 -0.154  -0.326
O: 1.797 -3.416 -0.090  -0.406
H: 0.347 -5.157 -1.650  0.167
H: -0.196 -5.183 0.030  0.197
H: 0.729 -6.558 -0.633  0.421
H: 2.738 -5.066 -0.808  0.281
H: 2.087 -5.230 0.851  0.348
H: 1.451 -3.145 0.772  0.151
C: 2.100 2.774 -3.986  -1.081
C: 1.162 3.784 -3.361  0.132
O: 1.802 4.616 -2.399  -0.526
H: 1.546 2.106 -4.653  0.278
H: 2.595 2.148 -3.240  0.312
H: 2.870 3.260 -4.588  0.364
H: 0.310 3.305 -2.880  -0.084
H: 0.751 4.411 -4.163  0.393
H: 2.251 5.331 -2.859  0.300
O: 2.902 0.687 0.267  -0.723
H: 2.967 0.802 1.220  0.320
H: 1.954 0.711 0.076  0.222
O: -1.557 -3.021 -2.968  -0.568
H: -1.670 -3.285 -3.889  0.311
H: -2.279 -2.403 -2.810  0.215
O: -0.263 -0.875 -5.505  -0.639
H: -0.561 -0.489 -4.673  0.277
H: 0.687 -0.729 -5.512  0.316
O: -2.866 0.691 -4.023  -0.712
H: -2.114 0.597 -3.398  0.327
H: -3.661 0.656 -3.485  0.289
O: 1.304 -2.497 -2.706  -0.640
H: 1.428 -2.766 -1.778  0.377
H: 0.438 -2.843 -2.956  0.300
O: 0.461 -2.516 2.322  -0.506
H: 0.809 -2.912 3.125  0.268
H: -0.429 -2.203 2.552  0.224
O: 4.154 3.002 -1.026  -0.676
H: 3.627 3.538 -1.631  0.326
H: 3.516 2.408 -0.602  0.376
O: -4.742 -1.343 -0.552  -0.596
H: -5.075 -2.225 -0.360  0.311
H: -4.967 -1.199 -1.477  0.281
O: -2.052 -1.419 3.158  -0.688
H: -2.481 -1.501 4.015  0.282
H: -2.608 -0.823 2.646  0.203
C: 0.871 -0.550 5.003  -1.097
C: 0.714 0.929 4.709  0.470
C: -0.353 1.155 3.693  0.130
O: -0.576 2.558 3.524  -0.397
C: -1.918 2.831 3.173  -0.798
N: 0.336 1.642 5.945  -0.770
H: 1.693 -0.724 5.697  0.434
H: 1.103 -1.097 4.082  -0.089
H: -0.048 -0.970 5.416  0.384
H: 1.681 1.307 4.349  0.219
H: -1.265 0.636 4.003  0.206
H: -0.014 0.756 2.725  -0.109
H: -1.971 3.848 2.778  0.290
H: -2.554 2.835 4.069  0.383
H: -2.324 2.137 2.436  0.245
H: 1.096 1.590 6.611  0.270
H: 0.170 2.613 5.712  0.256
C: -0.860 -1.098 -0.049  -0.086
C: -1.411 -0.061 -0.994  0.257
C: -1.210 1.320 -0.432  -0.822
O: 0.161 1.578 -0.334  0.681
C: 0.440 2.919 0.058  -0.642
N: -0.732 -0.119 -2.321  0.186
H: -1.015 -2.115 -0.422  0.477
H: -1.367 -1.065 0.924  -0.507
H: 0.206 -0.971 0.134  0.050
H: -2.484 -0.200 -1.140  0.003
H: -1.684 1.439 0.552  -0.408
H: -1.697 2.065 -1.087  0.507
H: 1.522 2.997 0.041  0.136
H: -0.068 3.186 0.986  0.087
H: 0.093 3.623 -0.710  0.313
H: -0.467 -1.081 -2.515  0.127
H: 0.153 0.368 -2.193  0.097

---

Computed, not measured: a cluster of 2 separate species, C4H8NO2S in total, with ωB97M-V/def2-TZVPD.

Values from the calculation:
F_max = 2.5 eV Å⁻¹
Energy above the lowest of the compared OMol25 structures with the same formula, charge and spin = 684.2 kJ/mol
Gap between HOMO and LUMO = 4.4 eV
Total energy = -760.452273 Ha
Charge = -1

Each line ends with the Mulliken charge.
Geometry (Å):
O: -2.880 -0.069 0.506  -0.811
C: -2.171 -0.653 -0.491  -0.185
C: -0.682 -0.408 -0.257  0.423
C: 0.256 -1.083 -0.956  -0.451
S: 3.407 -0.690 0.133  -0.556
N: -0.397 0.377 0.823  -0.155
C: 0.689 1.413 0.639  0.354
O: 0.532 2.105 -0.441  -0.591
H: -2.349 -1.776 -0.417  0.235
H: -2.359 -0.233 -1.499  0.207
H: 1.268 -1.250 -0.585  0.011
H: 0.100 -1.238 -2.010  0.214
H: 3.616 -0.110 1.318  0.032
H: -1.343 0.782 0.978  0.313
H: 0.662 2.000 1.626  0.294
H: 1.651 0.833 0.635  -0.336

---

Computed, not measured: a cluster of 2 separate species, C4H8N2O2S in total, with ωB97M-V/def2-TZVPD.

Values from the calculation:
F_max = 5.2 eV Å⁻¹
Energy above the lowest of the compared OMol25 structures with the same formula, charge and spin = 563.4 kJ/mol
SMILES string = C/N=C/N=O.CSC=O
Gap between HOMO and LUMO (alpha / beta) = 8.2 / 8.2 eV
Total energy = -815.192441 Ha

Each line ends with the Mulliken charge.
Geometry (Å):
C: 3.053 -0.171 -0.401  -0.701
N: 1.667 -0.213 -0.171  -0.325
C: 1.070 -0.969 0.592  0.145
N: -0.242 -1.299 0.717  -0.189
O: -1.106 -0.990 1.589  -0.221
H: 3.176 -0.184 -1.518  0.250
H: 3.437 0.821 -0.032  0.248
H: 3.503 -0.960 0.154  0.307
H: 1.521 -1.629 1.281  0.368
C: -1.122 1.569 -0.212  -0.570
S: -2.354 0.855 0.879  -0.074
C: -3.092 -0.307 -0.260  0.080
O: -2.696 -0.564 -1.353  -0.425
H: -1.566 1.765 -1.202  0.292
H: -0.531 0.623 -0.402  0.112
H: -0.801 2.500 0.213  0.312
H: -3.919 -0.847 0.126  0.393

---

Computed, not measured: a cluster of 2 separate species, C9H17NO2 in total, with ωB97M-V/def2-TZVPD.

Values from the calculation:
Spin multiplicity = 3
F_max = 4.9 eV Å⁻¹
Expectation value of S² = 2.00
Energy above the lowest of the compared OMol25 structures with the same formula, charge and spin = 0.0 kJ/mol
Gap between HOMO and LUMO (alpha / beta) = 3.0 / 9.5 eV
Total energy = -558.145641 Ha

Each line ends with the Löwdin spin population.
Geometry (Å):
C: -3.235 -0.244 -0.237  0.056
C: 1.007 2.129 0.249  0.071
C: -0.465 2.422 0.339  0.023
C: -0.012 1.138 -0.292  0.071
C: -0.112 1.117 -1.815  0.101
C: -0.102 -0.218 1.856  0.097
C: 1.960 -1.231 -0.083  0.164
C: -0.047 -2.596 -0.072  0.152
C: -0.367 -0.183 0.360  0.620
N: 0.496 -1.257 -0.320  0.111
O: -3.062 -1.088 -1.001  0.059
O: -3.511 0.587 0.500  0.016
H: 1.599 2.705 -0.450  0.010
H: 1.525 1.906 1.169  0.005
H: -0.931 2.397 1.310  0.003
H: -0.870 3.191 -0.303  0.002
H: -0.225 2.129 -2.199  0.008
H: -0.981 0.542 -2.135  0.022
H: 0.785 0.703 -2.283  0.058
H: 0.942 -0.053 2.166  0.027
H: -0.426 -1.169 2.281  0.012
H: -0.704 0.552 2.330  0.006
H: 2.476 -1.881 -0.790  0.082
H: 2.313 -0.207 -0.195  0.016
H: 2.166 -1.567 0.930  0.013
H: 0.094 -2.855 0.975  0.008
H: -1.112 -2.586 -0.291  0.018
H: 0.455 -3.339 -0.693  0.065
H: 0.345 -1.045 -1.307  0.105

---

Computed, not measured: a cluster of 10 separate species, C5H33N2O9 in total, with ωB97M-V/def2-TZVPD.

Values from the calculation:
F_max = 6.7 eV Å⁻¹
Energy above the lowest of the compared OMol25 structures with the same formula, charge and spin = 431.0 kJ/mol
Gap between HOMO and LUMO = 9.8 eV
Total energy = -996.657942 Ha
Charge = +1

Each line ends with the Mulliken charge.
Geometry (Å):
C: -1.667 -1.078 1.443  -1.311
C: -1.228 -1.095 -0.138  1.098
C: 0.168 -1.889 -0.358  -0.327
C: 0.944 -1.644 -1.596  -0.915
C: 1.484 -0.251 -1.785  -0.781
N: 2.102 0.406 -0.597  -0.083
N: -1.232 -2.287 2.168  -0.515
H: -1.517 -0.104 1.867  0.768
H: -2.771 -1.080 1.371  0.473
H: -1.979 -1.761 -0.688  -1.213
H: -0.796 -0.236 -0.395  0.300
H: -0.125 -2.958 -0.197  0.539
H: 0.892 -1.748 0.508  0.084
H: 1.690 -2.485 -1.625  0.385
H: 0.343 -1.971 -2.424  0.449
H: 2.261 -0.388 -2.555  0.390
H: 0.795 0.391 -2.317  0.371
H: 1.496 0.529 0.210  0.154
H: 2.942 -0.038 -0.142  0.353
H: 2.504 1.394 -0.999  0.430
H: -1.557 -3.159 1.813  0.220
H: -1.680 -2.263 3.189  0.272
H: -2.712 1.290 0.762  0.249
H: -3.036 1.963 2.028  0.225
O: -2.380 1.506 1.600  -0.619
H: -2.085 0.968 -1.778  0.387
H: -3.106 2.208 -1.809  0.261
O: -2.400 1.742 -1.311  -0.652
H: 1.373 2.406 1.768  0.394
H: 2.613 1.728 2.482  0.261
O: 2.198 1.765 1.587  -0.634
H: 1.018 -0.510 2.580  0.168
H: 1.002 -1.927 3.156  0.337
O: 1.564 -1.174 2.826  -0.673
H: -1.780 -0.697 -3.013  0.370
H: -1.555 0.368 -4.097  0.243
O: -1.389 0.128 -3.206  -0.480
H: 3.158 -1.019 1.973  0.371
H: 4.593 -1.671 1.804  0.316
O: 3.911 -0.974 1.495  -0.643
H: -0.005 3.462 2.672  0.350
H: -0.910 2.392 1.814  0.416
O: -0.050 2.916 1.822  -0.693
H: 0.167 2.797 -1.820  0.304
H: 0.921 3.270 -0.639  0.339
O: 0.988 3.060 -1.594  -0.656
H: -2.661 -3.246 -3.184  0.333
H: -2.724 -2.447 -1.842  0.290
O: -2.574 -2.287 -2.828  -0.703

---

Computed, not measured: a structure of composition C18H17MgN, with ωB97M-V/def2-TZVPD.

Values from the calculation:
F_max = 7.9 eV Å⁻¹
Gap between HOMO and LUMO = 4.1 eV
Total energy = -950.677459 Ha
Charge = -2

Each line ends with the Mulliken charge.
Geometry (Å):
C: 0.992 -1.156 -2.975  -0.402
C: -0.409 -1.027 -3.197  -0.361
C: -1.122 -1.677 -2.133  -0.551
C: -0.141 -2.218 -1.191  -0.799
C: 1.213 -1.912 -1.739  -0.645
Mg: -0.136 -0.035 -1.217  0.594
C: -1.524 1.765 -1.912  -1.168
C: -0.092 1.994 -2.103  0.424
C: 0.514 2.482 -3.301  -1.017
N: 1.130 1.484 -1.437  -0.608
H: -2.196 -1.787 -2.029  0.362
H: -0.862 -0.580 -4.084  0.310
H: -0.329 -2.723 -0.286  0.475
H: 2.111 -2.222 -1.346  0.639
H: 1.783 -0.829 -3.612  0.362
H: -2.115 1.121 -2.578  0.230
H: 2.232 1.218 -1.250  0.148
H: -2.087 2.317 -1.174  0.309
H: -0.024 2.994 -4.102  0.308
H: 1.572 2.279 -3.441  0.299
C: 1.913 -0.466 4.037  -0.367
C: 2.445 -0.572 2.731  -0.655
C: 1.621 -0.379 1.609  -0.822
C: 0.235 -0.073 1.834  0.969
C: -0.681 0.041 0.800  0.125
C: -1.995 0.287 0.916  -0.678
C: -2.536 0.409 2.250  -0.761
C: -1.678 0.245 3.319  -0.960
C: -0.309 0.022 3.169  1.072
C: 0.584 -0.198 4.247  -0.714
H: 2.589 -0.621 4.923  0.256
H: 3.511 -0.809 2.604  0.313
H: 2.008 -0.459 0.619  0.288
H: -2.678 0.383 0.050  0.313
H: -3.578 0.597 2.357  0.418
H: -2.106 0.289 4.357  0.121
H: 0.147 -0.183 5.285  0.171

---

Computed, not measured: a cluster of 2 separate species, C2H9NO2 in total, with ωB97M-V/def2-TZVPD.

Values from the calculation:
F_max = 7.3 eV Å⁻¹
Energy above the lowest of the compared OMol25 structures with the same formula, charge and spin = 125.8 kJ/mol
SMILES string = NCCO.O
Gap between HOMO and LUMO = 10.5 eV
Total energy = -286.770488 Ha

Each line ends with the Mulliken charge.
Geometry (Å):
N: 0.457 0.960 -1.503  -0.647
C: -0.158 0.077 -0.561  0.048
C: 1.006 -1.119 -0.473  -0.727
O: 1.110 -1.884 0.754  -0.518
H: -0.251 1.623 -1.846  0.233
H: 0.778 0.397 -2.250  0.196
H: -1.129 -0.215 -0.691  0.393
H: 0.129 0.653 0.374  -0.021
H: 1.926 -0.696 -0.686  0.447
H: 0.881 -1.913 -1.257  0.290
H: 1.842 -1.473 1.291  0.311
O: -2.505 1.361 2.189  -0.644
H: -1.587 1.642 1.939  0.324
H: -2.500 0.588 2.718  0.315